1.
ORCA calculation (the ωB97M-V functional and the def2-TZVPD basis) on the ion C7H6BrN2S with charge +1.

```
17
Properties=species:S:1:pos:R:3:lowdin_charge:R:1
N 1.05293 -0.41843 -1.98255 0.080
C 0.22976 -0.27189 -0.93817 -0.379
C 0.93107 0.04955 0.25879 -0.002
C 0.17387 0.17554 1.41195 -0.042
C -1.22734 0.11893 1.37775 -0.093
C -1.92567 -0.14094 0.22922 -0.089
C -1.16838 -0.18443 -0.95787 -0.535
S -1.93185 -0.24214 -2.49533 1.068
N -1.92260 -1.97614 -2.64920 -0.177
C -1.46123 -3.05259 -2.70371 -0.651
Br -0.99087 -4.73570 -2.70636 1.049
H 0.66588 -0.38208 -3.00177 0.132
H 2.06633 -0.08965 -1.81196 0.153
H 1.99689 0.09251 0.14325 0.111
H 0.52472 0.49267 2.39072 0.119
H -1.75047 0.39834 2.33914 0.135
H -3.01675 -0.10997 0.10068 0.120
```

Values from the calculation:
2S+1	1
SMILES	Nc1ccccc1S[N+]#CBr
lowest unoccupied orbital energy	-0.164	Eh
gap between HOMO and LUMO	7.37	eV
net charge	+1


2.
ORCA calculation (the ωB97M-V functional and the def2-TZVPD basis) on an isolated molecule of CH6N4S.

```
12
Properties=species:S:1:pos:R:3:lowdin_charge:R:1
H -0.05254 2.59366 -1.17456 0.076
N 0.46986 1.64786 -1.03432 0.082
C 0.19306 0.60584 -0.22680 -0.690
N 1.00552 -0.46554 -0.11969 -0.113
N 0.42879 -1.58107 -0.84028 -0.063
N -1.00464 0.41499 0.45546 -0.363
S -1.16458 -0.63954 1.89293 0.657
H 1.80579 -0.14599 -0.72805 0.131
H -0.08515 -1.20203 -1.69441 0.095
H -0.12496 -2.45556 -0.25849 0.154
H -1.19707 1.55732 0.82080 0.179
H -0.27407 -0.32991 2.90741 -0.145
```

Values from the calculation:
2S+1	1
SMILES	[H]/N=C(/NN)NS
lowest unoccupied orbital energy	0.015	Eh
gap between HOMO and LUMO	9.77	eV


3.
ORCA calculation (the ωB97M-V functional and the def2-TZVPD basis) on a cluster of 2 separate species, C3H8NO in total.

```
13
Properties=species:S:1:pos:R:3:lowdin_charge:R:1
C -0.36000 2.53269 -1.14004 -0.438
O 0.33315 1.39835 -0.64287 -0.484
H 0.25321 3.49088 -1.24264 0.022
H -1.37624 2.77167 -0.69394 0.029
H -0.53720 2.39746 -2.27261 0.025
C 1.15761 -1.35904 0.80585 -0.224
C -1.09950 -1.30149 0.35700 -0.064
N -0.15070 -1.96225 0.96176 -0.124
H 1.76206 -1.72811 -0.05848 0.068
H 1.07030 -0.20681 0.66102 0.062
H 1.88316 -1.51248 1.67154 0.059
H -2.08338 -1.61330 0.20821 0.022
H -0.77088 -0.28327 0.00073 0.047
```

Values from the calculation:
2S+1	1
lowest unoccupied orbital energy	0.165	Eh
gap between HOMO and LUMO	6.92	eV
net charge	-1


4.
ORCA calculation (the ωB97M-V functional and the def2-TZVPD basis) on a cluster of 2 separate species, C3H3OP in total.

```
8
Properties=species:S:1:pos:R:3:lowdin_charge:R:1
C -0.09343 -0.70214 0.50538 -0.152
C 0.13816 -1.76600 -0.25500 -0.148
C -0.24790 0.62631 0.01178 -0.126
O -0.05161 -2.75215 -0.83853 0.208
P 1.10326 3.20118 -0.71723 0.123
H 0.22244 -0.72437 1.63316 0.161
H -0.58933 1.34758 0.64148 -0.045
H -0.48158 0.76958 -0.98105 -0.022
```

Values from the calculation:
2S+1	1
lowest unoccupied orbital energy (spin up / spin down)	-0.051 / -0.051	Eh
gap between HOMO and LUMO (spin up / spin down)	5.70 / 5.69	eV


5.
ORCA calculation (the ωB97M-V functional and the def2-TZVPD basis) on a structure of composition C7H11N5.

```
23
Properties=species:S:1:pos:R:3:lowdin_charge:R:1
C 0.99195 -1.34695 1.56540 -0.120
C -0.37159 0.65554 -2.07309 0.057
C -1.32074 -0.63293 1.55142 -0.070
C 0.29264 1.45842 0.55743 0.067
C -0.81510 0.52460 0.08712 -0.119
C 0.74248 0.19266 -0.16475 -0.288
C 2.06513 0.14971 -2.36908 0.039
N 1.43514 -0.89134 0.47719 0.195
N -0.28300 -1.20742 2.11786 0.137
N 0.84698 0.38254 -1.61462 -0.009
N -1.37890 0.62946 -1.15677 0.152
N -2.53743 -0.61871 2.08248 0.215
H 1.64726 -2.02984 2.16461 0.174
H -0.41701 0.67924 -3.05366 0.133
H 0.25363 2.35476 -0.04452 0.137
H 0.59477 1.60721 1.63681 0.167
H 2.25369 -0.87382 -2.52829 0.092
H 1.92410 0.54358 -3.36069 0.102
H 2.95347 0.72692 -1.80467 0.179
H -0.28220 -1.77200 2.98842 0.203
H -2.38415 0.89298 -1.32185 0.220
H -3.29015 -0.05233 1.59859 0.175
H -2.92098 -1.37225 2.66467 0.163
```

Values from the calculation:
2S+1	1
lowest unoccupied orbital energy	-0.292	Eh
gap between HOMO and LUMO	9.71	eV
net charge	+2


6.
ORCA calculation (the ωB97M-V functional and the def2-TZVPD basis) on a structure of composition C34H30Cl2N9O6STi.

```
83
Properties=species:S:1:pos:R:3:mulliken_spin:R:1
Ti -0.10541 0.71140 0.06627 0.769
O 3.23094 4.66950 1.57720 0.000
C 3.81279 4.07013 0.52213 -0.001
C 5.12917 4.42907 0.22905 -0.001
C 5.79018 3.83784 -0.82719 0.001
C 5.16230 2.87667 -1.61826 0.000
C 3.85727 2.52993 -1.34176 0.004
C 3.16198 3.12056 -0.28318 0.000
C 1.78086 2.69051 -0.03108 0.001
O 1.19242 1.94973 -0.89120 0.002
N 1.16458 3.08497 1.08077 -0.011
N -0.05094 2.46710 1.11202 -0.042
C -1.06992 3.03633 1.62588 0.095
C -2.31601 2.29859 1.47970 0.038
C -3.51148 2.71296 2.05441 0.013
C -4.63045 1.91540 1.90694 0.014
C -4.51462 0.71396 1.22316 0.011
C -3.29173 0.37543 0.67528 0.025
N -2.22409 1.16960 0.75597 0.016
H 2.33984 4.27612 1.70526 -0.001
H 5.60866 5.16845 0.85592 0.000
H 6.81442 4.12052 -1.03652 0.000
H 5.69182 2.40543 -2.43469 0.000
H 3.34442 1.77441 -1.92206 0.001
H -0.99691 3.99756 2.12258 0.000
H -3.54213 3.63803 2.61324 0.000
H -5.57758 2.21676 2.33377 0.001
H -5.35524 0.04473 1.11087 0.000
H -3.14404 -0.56054 0.15349 0.005
N 1.70472 -0.34253 -3.01786 0.005
N 1.01281 -1.50471 -3.32217 0.000
C 1.36962 -2.68551 -2.75495 -0.001
N 0.62068 -3.74002 -3.20304 0.000
S 2.59690 -2.89911 -1.67115 0.000
H 1.07750 0.44429 -2.91408 0.002
H 2.45920 -0.17096 -3.67041 -0.001
H 0.42218 -1.51767 -4.14527 0.000
H -0.30083 -3.56212 -3.56834 0.000
H 0.74461 -4.58929 -2.67847 0.000
O -0.25662 -0.32880 1.92089 -0.016
N 0.75537 -0.98640 2.34105 -0.003
N 1.75940 -0.85986 1.58500 0.013
O 1.69969 -0.10461 0.51035 0.019
C 3.04145 -1.38650 1.95117 -0.002
C 4.10599 -1.14726 1.09922 0.001
C 5.35059 -1.65531 1.44322 -0.001
C 5.51713 -2.38920 2.60664 0.002
C 4.43026 -2.62369 3.43883 -0.001
C 3.17890 -2.12524 3.11856 0.002
H 3.95076 -0.59830 0.18320 0.002
H 6.19171 -1.48012 0.78578 0.000
H 6.49043 -2.78499 2.86485 0.000
H 4.55522 -3.20226 4.34451 0.000
H 2.32929 -2.30638 3.75902 0.000
Cl -6.00211 1.31109 -4.09008 0.000
C -5.11345 2.72460 -3.62176 0.000
C -5.73710 3.95600 -3.72618 0.000
C -5.08370 5.09458 -3.28378 0.000
C -3.81709 4.99065 -2.73487 0.000
C -3.19830 3.75479 -2.65836 -0.001
Cl -1.61058 3.67403 -1.94181 0.008
C -3.81444 2.58399 -3.11725 0.001
N -3.20445 1.33478 -2.99747 0.000
C -2.85770 0.55108 -4.11843 0.004
C -2.92499 1.04757 -5.41662 0.000
C -2.58155 0.25612 -6.50067 0.000
C -2.16506 -1.05091 -6.30837 0.000
C -2.09911 -1.54522 -5.01352 0.000
C -2.42788 -0.77120 -3.90787 -0.001
C -2.37818 -1.37853 -2.52874 -0.006
C -1.30476 -0.82920 -1.61126 -0.003
O -0.84210 -1.42741 -0.62755 -0.003
O -0.96233 0.39667 -1.80298 0.033
H -6.73722 4.00112 -4.13314 0.000
H -5.56629 6.05941 -3.35486 0.000
H -3.29194 5.86196 -2.36956 0.000
H -2.44743 1.31719 -2.31677 0.005
H -3.24214 2.06939 -5.58087 0.000
H -2.64263 0.67099 -7.49837 0.000
H -1.90829 -1.68244 -7.14768 0.000
H -1.81823 -2.58197 -4.85657 0.000
H -2.27823 -2.46315 -2.57507 0.001
H -3.32512 -1.17202 -2.01468 -0.001
```

Values from the calculation:
2S+1	2
⟨S²⟩	0.763
lowest unoccupied orbital energy (spin up / spin down)	-0.027 / -0.037	Eh
gap between HOMO and LUMO (spin up / spin down)	6.66 / 6.67	eV


7.
ORCA calculation (the ωB97M-V functional and the def2-TZVPD basis) on a structure of composition C4H7NO4.

```
16
Properties=species:S:1:pos:R:3:lowdin_charge:R:1
C 0.57218 0.29592 -0.64571 -0.423
C 1.89335 0.64902 0.28026 -0.359
C -0.80061 0.88284 -0.34462 -0.043
C -1.45534 -0.21647 0.53003 -0.419
H 0.74733 -1.15709 -2.22391 0.223
H 1.08907 -1.65784 0.04171 0.247
H 0.84773 0.66118 -1.58733 0.091
H -0.98935 1.95636 0.14652 0.183
H -1.18533 0.76513 -1.36001 0.123
H -3.28071 -1.15906 0.94745 0.219
H 1.15579 -0.18672 1.88217 0.089
N 0.32083 -1.08584 -0.93059 -0.048
O 2.98129 1.12491 -0.13474 0.056
O -0.85822 -1.18825 1.02116 0.004
O -2.87747 -0.13930 0.73441 -0.023
O 1.83946 0.45522 1.64320 0.079
```

Values from the calculation:
2S+1	1
lowest unoccupied orbital energy	0.002	Eh
gap between HOMO and LUMO	9.75	eV


8.
ORCA calculation (the ωB97M-V functional and the def2-TZVPD basis) on a structure of composition C3H3LiO3Tl.

```
11
Properties=species:S:1:pos:R:3:mulliken_spin:R:1
H -2.70864 0.86460 -2.52496 0.966
C -0.90561 0.38184 0.31695 -0.017
C -0.47926 -1.03248 0.23301 0.004
O 0.95329 -0.98105 0.16910 0.000
C 1.33397 0.25322 0.21745 0.000
O 0.19643 1.07568 0.32239 0.011
O 2.43763 0.70860 0.21280 0.000
Li 4.26288 0.22544 0.10387 0.000
H -0.88113 -1.51871 -0.66972 0.004
H -0.79756 -1.60110 1.12093 0.000
Tl -3.41202 1.62396 0.49819 0.032
```

Values from the calculation:
2S+1	2
⟨S²⟩	0.750
lowest unoccupied orbital energy (spin up / spin down)	-0.303 / -0.311	Eh
gap between HOMO and LUMO (spin up / spin down)	9.46 / 9.35	eV
net charge	+2


Here are the calculated max |F| numbers, same order: 0.0753; 0.1277; 0.0952; 0.0794; 0.1243; 0.0432; 0.1265; 0.0111 (Eh/bohr).